1:
17
Properties=species:S:1:pos:R:3 method="wB97M-V/def2-TZVPD" lumo_energy_ev=0.94 smiles="C/N=C(/N)N(C)N" homo_lumo_gap_ev=8.406 homo_energy_ha=-0.2744
C 0.8328 1.8228 -0.1386
N -0.8198 1.5892 0.3338
C -0.9979 0.3405 0.3134
N -2.1080 -0.3745 0.6975
N 0.0791 -0.5367 -0.0373
C 0.1893 -1.0673 -1.3873
N 0.8091 -1.1906 0.9933
H 0.7092 2.7892 -0.6233
H 1.4556 1.2597 -0.8349
H 1.3201 1.9370 0.8267
H -2.6631 0.1308 1.3743
H -1.8894 -1.3246 0.9719
H -0.3443 -2.0192 -1.4575
H 1.2416 -1.2321 -1.6379
H -0.2508 -0.3585 -2.0914
H 1.7980 -1.0251 0.8039
H 0.6386 -0.7406 1.8935



2:
17
Properties=species:S:1:pos:R:3 method="wB97M-V/def2-TZVPD" lumo_energy_ev=1.03 smiles="CN(N)/C(N)=C/N" homo_lumo_gap_ev=8.643 homo_energy_ha=-0.2798
C -1.9784 0.6324 -0.2723
N -0.9849 -0.4328 -0.1983
N -1.3734 -1.5560 0.5405
C 0.5907 -0.1247 -0.2572
N 1.3012 -1.2281 -0.6351
C 0.9618 1.0461 0.1778
N 2.5766 1.0947 0.2308
H -1.6841 1.3680 -1.0253
H -2.0914 1.1463 0.6907
H -2.9552 0.2260 -0.5614
H -1.6202 -1.3449 1.5085
H -1.8086 -2.3301 0.0452
H 2.1520 -1.3309 -0.0943
H 0.6661 -2.0208 -0.5522
H 0.4639 1.8832 0.6350
H 2.8529 2.0431 0.4821
H 2.9310 0.9285 -0.7146



Quick one: most stable of them? 2



1:
37
Properties=species:S:1:pos:R:3 method="wB97M-V/def2-TZVPD" lumo_energy_ev=0.35 smiles=CCNCC.O.O.O.O.O.O.O homo_lumo_gap_ev=9.788 homo_energy_ha=-0.3467
C -2.4374 -0.9027 0.2172
C -1.0943 -1.6624 0.1194
N -0.1140 -1.0654 1.0751
C -0.5005 -1.0459 2.5475
C 0.7784 -1.2049 3.3248
H -2.4985 -0.5602 1.2968
H -3.1762 -1.3891 -0.4400
H -2.2790 0.0440 -0.3063
H -1.3305 -2.7522 -0.0075
H -0.6404 -1.4805 -0.8455
H 0.7397 -1.6243 0.9108
H -1.1071 -0.1427 2.7479
H -1.1812 -1.9070 2.8121
H 1.6006 -1.6914 2.6720
H 1.2748 -0.2835 3.5582
H 0.6217 -1.7278 4.2810
O -0.3600 -0.2018 -3.9923
H -1.2709 -0.1524 -3.7089
H 0.3070 -0.2572 -3.3145
O -1.5627 2.9728 -0.8282
H -1.1160 2.4892 -0.1088
H -1.6157 3.8160 -0.3368
O 2.4066 -2.5633 -0.3013
H 2.7135 -1.7287 -0.6815
H 2.2723 -3.2130 -0.9991
O 2.9828 -0.6746 -2.2793
H 2.7630 -1.0968 -3.1090
H 2.4982 0.1625 -2.2170
O 0.7316 1.8159 0.9230
H 0.3634 1.0017 1.3223
H 1.5392 1.4806 0.5166
O 0.7872 0.9829 -1.7443
H 0.2999 1.5059 -2.3808
H 0.6205 1.2268 -0.8298
O -2.1637 2.6186 1.9591
H -1.4413 1.9929 1.8643
H -2.3152 2.5929 2.9271



2:
37
Properties=species:S:1:pos:R:3 method="wB97M-V/def2-TZVPD" lumo_energy_ev=-0.09 smiles=CNC(C)C.O.O.O.O.O.O.O homo_lumo_gap_ev=9.330 homo_energy_ha=-0.3462
C 0.6474 1.4116 -1.8778
N 1.3734 0.4916 -0.9591
C 1.0675 -0.9489 -1.2199
C 1.1048 -1.3847 -2.6440
C -0.4604 -1.1189 -0.7288
H 1.2299 1.7573 -2.6915
H 0.2586 2.3451 -1.4835
H -0.3398 0.9913 -2.2303
H 2.4254 0.6491 -1.1082
H 1.8571 -1.5011 -0.6764
H 1.0490 -2.4157 -2.7620
H 1.8930 -0.8726 -3.2098
H 0.2194 -1.0290 -3.2865
H -0.7616 -2.1577 -0.4265
H -1.2403 -0.9339 -1.4996
H -0.6816 -0.4926 0.1119
O -2.7223 0.9784 -2.5272
H -1.8087 0.7581 -2.3566
H -3.2504 0.3368 -1.8970
O -2.6529 1.4778 3.2429
H -2.2619 2.2271 3.6751
H -2.0105 1.1636 2.5095
O 3.4981 -0.1408 1.3612
H 3.3173 -0.0704 2.4269
H 4.4012 0.3820 1.3261
O 0.7933 1.3560 1.9757
H 1.3088 2.1533 2.1462
H 1.1141 0.8068 1.2275
O -1.8979 -3.8218 1.4563
H -1.4167 -4.6068 1.0451
H -1.2765 -3.1363 1.2534
O -2.2867 3.9558 0.1953
H -1.7222 3.7761 0.9389
H -2.9586 3.3054 0.1257
O 0.7604 -2.2760 2.6133
H 0.2322 -1.9810 3.4070
H 1.1983 -1.4351 2.5467



Quick one: most stable of them? 1



1:
24
Properties=species:S:1:pos:R:3 method="wB97M-V/def2-TZVPD" lumo_energy_ev=0.58 smiles="NC(N)=C(S)c1ccccc1.O=C=O" homo_lumo_gap_ev=8.640 homo_energy_ha=-0.2963
N -1.1775 1.5532 -1.0811
C -1.7821 0.7899 -0.0146
N -3.1405 1.0997 0.1682
C -1.0204 -0.1134 0.6611
S -1.8834 -1.0516 1.9646
C 0.4586 -0.1579 0.5222
C 1.3509 0.9566 0.5734
C 2.6624 0.7389 0.2356
C 3.2001 -0.5487 0.0312
C 2.3084 -1.6007 0.1601
C 0.9927 -1.3885 0.3172
H -0.3156 1.1477 -1.4318
H -0.8931 2.4366 -0.7616
H -3.5467 0.3312 0.7654
H -3.7723 1.1921 -0.6189
H -1.4265 -2.3204 1.4409
H 0.9314 1.8812 0.7915
H 3.2159 1.6255 0.3092
H 4.2084 -0.5719 -0.1507
H 2.6478 -2.5955 -0.1660
H 0.2147 -2.2376 0.2887
O -0.4394 -1.3024 -2.3449
C -1.0560 -2.0053 -1.7235
O -1.5896 -2.7437 -1.0459



2:
24
Properties=species:S:1:pos:R:3 method="wB97M-V/def2-TZVPD" lumo_energy_ev="-1.04 / -1.40" smiles="C#S1=c2cccnc2=C1C.O=C=O.N" homo_lumo_gap_ev="6.825 / 6.362" homo_energy_ha="-0.2890 / -0.2852"
C 0.0090 -1.2735 1.9998
S 1.5726 -1.2121 1.3203
C 1.2181 -1.9013 -0.4065
C 0.5342 -2.9977 -0.8785
C 0.2778 -2.9081 -2.2851
C 0.6561 -1.8041 -3.0614
N 1.3014 -0.7982 -2.5282
C 1.5831 -0.7808 -1.2576
C 2.1007 0.2203 -0.3032
C 1.4477 1.5000 -0.1397
H 0.1794 -0.6614 3.0209
H 0.1967 -3.8409 -0.2258
H 0.0227 -3.8082 -2.8084
H 0.6430 -2.0187 -4.0449
H 1.8930 2.0689 0.6896
H 0.3317 1.5538 0.0789
H 1.6272 2.0038 -1.1023
O 2.3644 3.1780 3.6480
C 3.2238 2.4313 3.5344
O 4.0848 1.7227 3.4179
N -1.5368 0.4194 -0.2626
H -1.4950 -0.4242 0.2751
H -1.3265 0.1126 -1.1587
H -2.4416 0.9506 -0.2981



Quick one: most stable of them? 1



1:
41
Properties=species:S:1:pos:R:3 method="wB97M-V/def2-TZVPD" spin_multiplicity=5 lumo_energy_ev="-13.54 / -14.52" homo_lumo_gap_ev="6.907 / 5.923" homo_energy_ha="-0.7515 / -0.7512" total_charge=+3 s_squared=6.048
Co -0.1677 -0.1264 0.0120
O 2.2719 -0.2472 -3.4325
C 1.7342 -0.2969 -2.2722
O 0.5222 -0.2256 -2.0322
C 2.6654 -0.4525 -1.1162
C 4.0489 -0.5282 -1.1659
C 4.7315 -0.5945 0.0437
C 4.0302 -0.5593 1.2458
C 2.6470 -0.4733 1.1954
N 2.0143 -0.4378 0.0336
C 1.6692 -0.3531 2.3315
O 2.0034 -0.2811 3.5602
O 0.4713 -0.3329 2.0208
H 1.6613 -0.1133 -4.1793
H 4.5634 -0.5094 -2.1177
H 5.8127 -0.6520 0.0481
H 4.5694 -0.5878 2.1841
H 2.9382 -0.2717 3.8124
C -4.2307 0.4527 1.9074
As -3.6945 0.0978 0.0848
C -4.1975 1.5652 -1.0653
C -4.4174 -1.5778 -0.5587
O -1.9663 0.0167 0.0516
H -5.3200 0.5170 1.9036
H -3.8023 1.4008 2.2269
H -3.9079 -0.3539 2.5624
H -5.2852 1.6410 -1.0308
H -3.8676 1.3684 -2.0834
H -3.7472 2.4820 -0.6893
H -5.4989 -1.4457 -0.6164
H -4.1928 -2.3868 0.1340
H -4.0285 -1.7971 -1.5519
F 2.1796 2.3349 1.6107
Te 1.2081 3.1980 0.2399
F 0.3412 4.0020 -1.1626
F 2.3451 4.6176 0.4405
F 2.4610 2.4240 -0.9355
F 0.0389 3.8626 1.4940
O 0.1596 1.6691 0.0204
O -1.0872 -2.5796 0.3096
N -0.3319 -1.8725 0.0130



2:
41
Properties=species:S:1:pos:R:3 method="wB97M-V/def2-TZVPD" spin_multiplicity=5 lumo_energy_ev="-11.94 / -13.17" homo_lumo_gap_ev="8.103 / 6.844" homo_energy_ha="-0.7365 / -0.7356" total_charge=+3 s_squared=6.014
Co 0.0608 -0.6025 -0.2484
O 2.4442 -0.3769 -3.6109
C 1.8805 -0.4692 -2.4573
O 0.6609 -0.5580 -2.2623
C 2.8130 -0.4903 -1.2824
C 4.1976 -0.4375 -1.2938
C 4.8485 -0.5171 -0.0661
C 4.1175 -0.6672 1.1119
C 2.7356 -0.7164 1.0194
N 2.1284 -0.6093 -0.1557
C 1.7060 -0.9206 2.1069
O 2.0183 -1.0152 3.3552
O 0.5253 -1.0113 1.7642
H 1.8130 -0.3844 -4.3567
H 4.7472 -0.3467 -2.2213
H 5.9296 -0.4785 -0.0259
H 4.6389 -0.7519 2.0569
H 2.9629 -0.9374 3.5692
C -3.3224 0.6726 1.5058
As -3.3526 -0.3811 -0.0892
C -3.3815 0.6782 -1.6804
C -4.7780 -1.6595 -0.0794
O -1.8360 -1.2847 -0.1531
H -4.2567 1.2348 1.5534
H -2.4845 1.3680 1.4734
H -3.2438 0.0215 2.3755
H -4.3102 1.2520 -1.6821
H -3.3566 0.0245 -2.5508
H -2.5356 1.3648 -1.6787
H -5.7063 -1.0878 -0.1434
H -4.7954 -2.2269 0.8501
H -4.7116 -2.3123 -0.9489
F 1.5809 1.9376 1.8761
Te 0.8263 3.0527 0.6100
F 0.0576 4.0370 -0.7179
F 1.7602 4.4625 1.2459
F 2.1466 2.5059 -0.5619
F -0.6309 3.2775 1.6937
O -0.1473 1.4592 -0.0791
O -2.2861 -3.8842 0.2058
N -1.4641 -3.2216 -0.0277



Quick one: most stable of them? 2



1:
24
Properties=species:S:1:pos:R:3 method="wB97M-V/def2-TZVPD" lumo_energy_ev="-6.73 / -5.02" homo_lumo_gap_ev="4.367 / 7.724" homo_energy_ha="-0.4078 / -0.4682" total_charge=+1
C -3.9960 -0.2072 0.4696
C -3.2831 0.9714 0.7940
C -3.3939 -1.2781 -0.2209
C -1.9535 1.0811 0.5152
C -2.0520 -1.1676 -0.4980
C -1.3050 0.0235 -0.2691
C 2.2351 0.3984 -0.7218
C 0.8591 1.0144 -0.6334
C 4.0101 -0.7582 0.3967
N 1.8297 -0.4442 1.3929
N 2.6391 -0.2695 0.5556
N -0.1273 0.0722 -0.8643
H -4.9546 -0.2112 0.7722
H -3.9610 1.5678 1.3691
H -3.7099 -2.2804 -0.5022
H -1.3047 1.8959 0.6289
H -1.5374 -1.9939 -0.8992
H 2.3844 -0.5016 -1.3046
H 2.9407 1.0879 -0.8568
H 0.9106 1.7049 0.2123
H 0.7167 1.8696 -1.3103
H 4.1066 -1.7092 -0.2500
H 4.5123 -0.0198 -0.1172
H 4.4339 -0.8462 1.3413



2:
24
Properties=species:S:1:pos:R:3 method="wB97M-V/def2-TZVPD" lumo_energy_ev=-6.35 smiles=CN(CC[N+]#N)c1ccccc1 homo_lumo_gap_ev=4.748 homo_energy_ha=-0.4078 total_charge=+1
C -1.1352 -0.3813 -1.6443
N -0.6620 0.1453 -0.3304
C -1.5729 0.3277 0.6904
C -2.6185 -0.7723 1.2823
N -2.6617 -2.3440 1.3976
N -3.1782 -3.3664 1.5116
C 0.6748 0.5326 -0.2718
C 1.4875 -0.1969 -1.1188
C 2.8704 -0.1221 -1.0788
C 3.5290 0.8088 -0.2203
C 2.6966 1.4844 0.6658
C 1.3065 1.3540 0.7507
H -0.4172 -0.0173 -2.4208
H -1.2154 -1.4820 -1.6186
H -2.1354 0.0242 -1.8359
H -1.2116 0.8975 1.5332
H -2.4320 0.8531 0.2140
H -3.6716 -0.3219 0.7794
H -2.7506 -0.3323 2.3349
H 1.0027 -0.9840 -1.7502
H 3.4238 -0.8420 -1.6686
H 4.6560 0.7787 -0.1553
H 3.2204 2.1777 1.3284
H 0.7949 1.7783 1.6257



Quick one: most stable of them? 2



1:
22
Properties=species:S:1:pos:R:3 method="wB97M-V/def2-TZVPD" lumo_energy_ev=0.97 homo_lumo_gap_ev=8.277 homo_energy_ha=-0.2685
C 0.1302 -1.1085 1.4602
C -0.3816 1.1226 -2.0781
C 1.3828 -1.2881 2.2519
C -1.4611 1.8877 -1.3242
N 0.1931 0.0356 -1.2724
N 1.0241 0.4762 -0.1809
N -0.3481 -2.1468 0.7417
N -0.5899 0.0077 1.6372
H 0.7454 -0.5527 -1.8952
H 1.8626 0.9178 -0.5781
H 0.2884 -2.9089 0.5654
H -0.8772 -1.8590 -0.0777
H 0.0739 0.7111 0.9557
H -1.5017 -0.0500 1.1956
H 0.4002 1.8271 -2.4073
H -0.8132 0.6677 -2.9769
H 1.1554 -1.8598 3.1588
H 2.1469 -1.8080 1.6756
H 1.7678 -0.3162 2.5496
H -1.0498 2.3414 -0.4224
H -1.8744 2.6853 -1.9446
H -2.2738 1.2179 -1.0339



2:
22
Properties=species:S:1:pos:R:3 method="wB97M-V/def2-TZVPD" lumo_energy_ev=0.69 homo_lumo_gap_ev=8.810 homo_energy_ha=-0.2983
C -1.4967 0.7449 -0.1295
C 0.7981 0.0493 0.0457
C 1.8688 -0.8719 -0.3093
C 3.0434 -1.1268 0.5767
N -0.3703 -0.0401 -0.6029
N -1.3729 2.0898 -0.7026
N -2.7443 0.1097 -0.5702
N -1.5834 0.8208 1.3268
H -0.3634 -1.8348 -0.3275
H -2.2655 2.5696 -0.6297
H -1.1337 2.0145 -1.6854
H -2.8211 -0.7953 -0.1144
H -2.6709 -0.0763 -1.5653
H -1.0086 1.5866 1.6594
H -2.5378 1.0490 1.5805
H 1.7240 0.6280 -0.6139
H 0.8375 0.4352 1.0704
H 1.8530 -1.2941 -1.3081
H 0.1917 -2.3997 -0.1367
H 3.0250 -0.5275 1.4872
H 3.0334 -2.1759 0.8881
H 3.9936 -0.9551 0.0608



Quick one: most stable of them? 1